Entry 1:
ORCA calculation (ωB97M-V with the def2-TZVPD basis set) on 7 unconnected molecules or ions with the total composition C39H57Br2F6N3O21P.

```
129
C39H57Br2F6N3O21P | the OMol25 dataset | ωB97M-V with the def2-TZVPD basis set
C 5.16 0.63 -0.46
C 4.08 -0.29 -1.01
C 2.63 -0.01 -0.55
N 2.39 1.37 -0.12
N 1.15 1.47 0.50
C 0.04 1.51 -0.27
N 0.20 1.52 -1.66
C -0.23 0.26 -2.34
C -1.11 0.54 -3.57
C -1.21 1.57 0.35
Br -2.79 1.65 -0.62
C -1.27 1.58 1.74
O -2.49 1.66 2.35
C -0.12 1.50 2.53
C -0.20 1.47 4.03
C -1.21 0.46 4.64
C -1.28 -0.88 3.89
C -2.69 -1.34 3.47
C -2.74 -2.02 2.09
C -3.87 -1.53 1.16
C -4.94 -2.57 0.88
C -5.88 -2.13 -0.25
C -7.04 -1.23 0.22
C -7.40 -0.14 -0.77
O -6.44 0.91 -0.83
C -6.86 2.09 -0.18
C 1.11 1.48 1.87
P 2.71 1.50 2.85
O 3.49 0.27 2.15
Br 3.63 3.38 2.05
H 5.97 0.65 -1.18
H 4.86 1.65 -0.31
H 5.62 0.25 0.46
H 4.09 -0.32 -2.09
H 4.30 -1.30 -0.66
H 1.98 -0.22 -1.39
H 2.34 -0.70 0.22
H 2.48 2.04 -0.87
H -0.38 2.28 -2.00
H 0.65 -0.25 -2.69
H -0.75 -0.41 -1.66
H -0.59 0.22 -4.47
H -2.04 -0.01 -3.52
H -1.33 1.60 -3.68
H -2.73 2.57 2.51
H 0.76 1.28 4.48
H -0.48 2.48 4.35
H -0.85 0.26 5.64
H -2.18 0.92 4.78
H -0.59 -0.91 3.05
H -0.93 -1.64 4.58
H -3.41 -0.52 3.51
H -3.04 -2.05 4.22
H -1.78 -1.97 1.59
H -2.95 -3.08 2.26
H -3.45 -1.19 0.22
H -4.36 -0.65 1.59
H -4.50 -3.53 0.61
H -5.57 -2.75 1.75
H -6.32 -2.99 -0.74
H -5.32 -1.60 -1.02
H -6.81 -0.78 1.19
H -7.94 -1.82 0.34
H -7.44 -0.59 -1.76
H -8.40 0.25 -0.57
H -7.94 2.22 -0.22
H -6.41 2.94 -0.69
H -6.51 2.11 0.85
H 4.39 0.54 1.91
C 1.80 -4.90 -0.72
C 3.23 -4.88 -1.21
O 3.17 -3.99 -2.32
C 2.14 -3.14 -2.09
O 1.96 -2.13 -2.69
O 1.36 -3.58 -1.09
F 3.64 -6.09 -1.64
H 1.20 -5.63 -1.24
H 1.72 -5.05 0.35
H 3.96 -4.50 -0.49
C 6.80 4.29 -2.30
C 7.99 3.81 -3.11
O 8.71 3.05 -2.15
C 7.82 2.57 -1.25
O 8.05 1.69 -0.48
O 6.63 3.21 -1.36
F 8.76 4.84 -3.53
H 7.02 5.20 -1.76
H 5.90 4.43 -2.90
H 7.74 3.18 -3.96
C -10.95 -1.11 3.95
C -9.48 -0.77 3.81
O -9.22 -1.13 2.46
C -10.39 -0.98 1.77
O -10.47 -0.94 0.59
O -11.43 -0.88 2.62
F -8.70 -1.52 4.63
H -11.09 -2.16 4.22
H -11.47 -0.48 4.66
H -9.24 0.28 3.96
C 6.35 7.43 2.16
C 7.75 7.01 1.77
O 7.57 6.56 0.44
C 6.51 7.24 -0.09
O 6.25 7.28 -1.24
O 5.81 7.84 0.90
F 8.21 5.99 2.53
H 5.78 6.58 2.54
H 6.32 8.24 2.87
H 8.49 7.82 1.78
C -2.47 -4.38 0.18
C -3.54 -5.29 -0.38
O -2.94 -5.77 -1.57
C -1.60 -5.75 -1.39
O -0.81 -6.30 -2.09
O -1.27 -5.01 -0.30
F -4.67 -4.62 -0.68
H -2.54 -3.38 -0.24
H -2.47 -4.33 1.26
H -3.80 -6.14 0.26
C 6.07 -2.24 -5.44
C 5.53 -1.49 -4.24
O 6.30 -0.30 -4.25
C 6.68 -0.06 -5.54
O 7.11 0.97 -5.93
O 6.47 -1.16 -6.30
F 5.74 -2.14 -3.07
H 6.95 -2.83 -5.17
H 5.34 -2.87 -5.92
H 4.47 -1.23 -4.31
```

Computed properties:
Net charge: +1
Spin multiplicity: 1
Strongest force on any atom, eV Å⁻¹: 1.87
HOMO-LUMO gap, eV: 7.58
HOMO level, eV: -11.35

***

Entry 2:
ORCA calculation (ωB97M-V with the def2-TZVPD basis set) on a molecular structure, C39H58BBaN12S3Si2.

```
116
C39H58BBaN12S3Si2 | the OMol25 dataset | ωB97M-V with the def2-TZVPD basis set
Ba 0.73 0.20 0.33
C -4.07 3.84 -2.96
C -3.05 2.70 -2.91
C -2.74 2.27 -4.34
C -1.81 3.20 -2.18
N -3.65 1.56 -2.14
C -4.91 1.59 -1.55
C -5.06 0.44 -0.88
N -3.91 -0.31 -1.05
B -3.74 -1.63 -0.28
N -2.85 -2.60 -1.10
C -3.35 -2.99 -2.33
C -2.39 -3.68 -2.96
N -1.29 -3.73 -2.12
C -1.60 -3.07 -0.97
S -0.56 -2.92 0.40
C 0.03 -4.33 -2.50
C 0.37 -5.48 -1.56
C 1.10 -3.24 -2.50
C -0.08 -4.88 -3.92
N -3.27 -1.45 1.20
C -3.47 -2.51 2.04
C -3.19 -2.12 3.29
N -2.79 -0.79 3.23
C -2.85 -0.38 1.92
S -2.47 1.17 1.28
C -2.62 -0.04 4.50
C -2.04 1.37 4.35
C -1.65 -0.83 5.38
C -3.99 0.07 5.17
C -3.04 0.38 -1.83
S -1.50 -0.13 -2.35
H -3.62 4.65 -3.54
H -4.30 4.23 -1.97
H -4.99 3.54 -3.45
H -2.32 3.13 -4.87
H -3.65 1.95 -4.85
H -2.02 1.46 -4.36
H -1.44 4.10 -2.68
H -1.02 2.45 -2.17
H -2.07 3.45 -1.15
H -5.57 2.43 -1.64
H -5.87 0.09 -0.28
H -4.85 -2.13 -0.21
H -4.32 -2.69 -2.66
H -2.39 -4.11 -3.95
H 0.47 -5.14 -0.54
H 1.32 -5.92 -1.88
H -0.40 -6.25 -1.61
H 1.30 -2.85 -1.51
H 0.80 -2.41 -3.14
H 2.03 -3.66 -2.89
H -0.84 -5.66 -4.01
H 0.88 -5.33 -4.17
H -0.28 -4.10 -4.65
H -3.78 -3.47 1.66
H -3.22 -2.68 4.21
H -1.07 1.35 3.88
H -1.94 1.77 5.36
H -2.68 2.02 3.76
H -0.70 -0.97 4.87
H -2.03 -1.82 5.66
H -1.47 -0.28 6.30
H -4.67 0.63 4.53
H -3.90 0.59 6.12
H -4.42 -0.92 5.35
N 0.18 3.84 0.59
C 0.70 3.54 1.78
N 1.00 4.54 2.61
C 1.50 4.17 3.78
N 1.79 5.13 4.68
N 1.73 2.89 4.18
C 1.41 1.99 3.27
N 0.91 2.23 2.07
C 1.65 0.52 3.67
C 2.22 0.22 4.90
C 2.41 -1.12 5.22
C 2.02 -2.10 4.32
C 1.46 -1.71 3.11
N 1.29 -0.42 2.80
H 0.17 4.80 0.31
H 0.16 3.15 -0.16
H 1.86 6.07 4.32
H 2.42 4.87 5.42
H 2.50 1.02 5.57
H 2.86 -1.39 6.16
H 2.15 -3.15 4.53
H 1.14 -2.44 2.37
C 1.48 1.32 -4.14
Si 2.14 1.62 -2.36
C 2.43 3.54 -2.46
C 3.97 0.98 -2.53
C 4.76 1.52 -3.56
C 6.07 1.15 -3.79
C 6.65 0.20 -2.96
C 5.90 -0.36 -1.94
C 4.57 0.00 -1.69
Si 3.65 -0.90 -0.25
C 4.73 -0.34 1.28
C 4.31 -2.71 -0.44
H 2.12 1.76 -4.90
H 0.47 1.75 -4.24
H 1.38 0.25 -4.35
H 3.10 3.86 -3.27
H 2.85 3.92 -1.53
H 1.47 4.04 -2.62
H 4.32 2.27 -4.21
H 6.63 1.59 -4.60
H 7.68 -0.11 -3.12
H 6.37 -1.11 -1.30
H 5.81 -0.43 1.09
H 4.49 -0.96 2.16
H 4.54 0.70 1.55
H 5.34 -2.85 -0.09
H 4.28 -3.01 -1.50
H 3.67 -3.42 0.11
```

Computed properties:
Net charge: -1
Spin multiplicity: 1
Strongest force on any atom, eV Å⁻¹: 2.64
HOMO-LUMO gap, eV: 4.39
Relative energy (zero: lowest compared OMol25 entry of this formula, charge and spin), kJ/mol: 50.5
HOMO level, eV: -2.62

***

Entry 3:
ORCA calculation (ωB97M-V with the def2-TZVPD basis set) on a molecular structure, C39H58Br4ClInN6O4P2S2Se.

```
118
C39H58Br4ClInN6O4P2S2Se | the OMol25 dataset | ωB97M-V with the def2-TZVPD basis set
In 0.56 -0.83 -1.22
Br -2.82 -6.60 1.02
C -1.60 -5.45 0.19
C -0.37 -5.99 -0.17
Br 0.11 -7.82 0.24
C 0.58 -5.10 -0.75
Br 2.29 -5.66 -1.30
C 0.27 -3.77 -1.01
O 1.15 -2.86 -1.47
C -1.00 -3.21 -0.65
O -1.21 -1.96 -0.93
C -1.91 -4.07 -0.07
Br -3.73 -3.51 0.07
C -1.76 5.63 -0.85
C -2.22 4.19 -0.70
C -3.27 4.07 0.45
O -2.89 3.79 -1.92
P -2.19 3.06 -3.21
S -1.74 4.40 -4.54
S -0.77 1.83 -2.54
O -3.43 2.17 -3.69
C -4.09 1.29 -2.74
C -3.86 -0.16 -3.20
C -5.57 1.72 -2.66
H -1.11 6.03 -0.02
H -2.66 6.30 -0.96
H -1.27 5.66 -1.84
H -1.42 3.48 -0.46
H -4.15 4.74 0.33
H -2.82 4.34 1.39
H -3.64 3.06 0.55
H -3.60 1.41 -1.77
H -4.24 -0.39 -4.22
H -4.38 -0.74 -2.45
H -2.80 -0.42 -3.09
H -5.98 1.65 -3.67
H -5.67 2.76 -2.36
H -6.09 1.05 -1.96
C -0.44 0.69 -6.36
N 0.48 -0.42 -6.26
C 1.85 -0.28 -6.29
C 2.37 -1.42 -5.80
N 1.33 -2.25 -5.45
C 1.50 -3.59 -5.00
C 0.14 -1.64 -5.73
Se -1.53 -2.36 -5.47
H -0.13 1.41 -7.07
H -0.48 1.19 -5.37
H -1.42 0.38 -6.61
H 2.29 0.63 -6.53
H 3.41 -1.63 -5.69
H 2.51 -3.94 -5.28
H 0.73 -4.20 -5.41
H 1.37 -3.68 -3.93
Cl 7.33 -1.22 0.22
C 5.80 -0.87 -0.66
C 5.40 0.46 -0.71
C 4.16 0.73 -1.24
C 3.36 -0.27 -1.84
C 2.04 0.11 -2.47
C 3.80 -1.61 -1.75
C 5.02 -1.91 -1.16
H 6.09 1.24 -0.44
H 3.85 1.76 -1.28
H 1.97 -0.23 -3.45
H 1.81 1.19 -2.44
H 3.19 -2.37 -2.13
H 5.34 -2.94 -1.00
N 0.75 0.15 0.58
P 0.43 0.29 2.04
N 1.00 -0.85 3.16
C 0.35 -2.17 3.23
C 1.17 -3.19 4.06
C 1.91 -2.47 5.22
C 2.85 -1.41 4.63
C 2.45 -0.97 3.21
N -1.20 0.24 2.41
C -1.69 0.62 3.71
C -2.82 -0.37 4.15
C -3.38 -1.09 2.95
C -3.56 -0.06 1.75
C -2.18 0.30 1.29
N 1.11 1.64 2.79
C 1.33 1.81 4.22
C 2.74 2.46 4.47
C 3.07 3.40 3.30
C 1.80 4.01 2.68
C 0.87 2.92 2.14
H 0.10 -2.61 2.26
H -0.61 -2.11 3.78
H 1.92 -3.65 3.39
H 0.49 -3.95 4.43
H 2.42 -3.20 5.85
H 1.12 -1.96 5.77
H 3.88 -1.79 4.61
H 2.79 -0.56 5.31
H 2.80 -1.75 2.46
H 2.93 -0.03 2.95
H -2.08 1.63 3.69
H -0.90 0.59 4.47
H -3.65 0.14 4.61
H -2.34 -1.05 4.85
H -4.35 -1.49 3.15
H -2.71 -1.84 2.62
H -4.14 0.78 2.10
H -4.15 -0.61 0.97
H -2.11 1.28 0.80
H -1.88 -0.43 0.54
H 1.27 0.87 4.74
H 0.57 2.46 4.66
H 3.57 1.69 4.61
H 2.68 3.01 5.39
H 3.62 2.88 2.50
H 3.69 4.22 3.70
H 2.06 4.64 1.84
H 1.26 4.59 3.41
H 1.05 2.76 1.07
H -0.18 3.20 2.29
```

Computed properties:
Net charge: -2
Spin multiplicity: 1
Strongest force on any atom, eV Å⁻¹: 2.24
HOMO-LUMO gap, eV: 6.49
Relative energy (zero: lowest compared OMol25 entry of this formula, charge and spin), kJ/mol: 8.1
HOMO level, eV: -2.82

***

Entry 4:
ORCA calculation (ωB97M-V with the def2-TZVPD basis set) on a molecular structure, C39H58CdN3O5Si2.

```
108
C39H58CdN3O5Si2 | the OMol25 dataset | ωB97M-V with the def2-TZVPD basis set
Cd 0.34 -1.06 -2.25
O 3.50 -2.15 -0.74
C 2.35 -2.48 -0.53
O 1.31 -1.74 -0.45
C 2.10 -4.00 -0.28
C 1.36 -4.32 1.05
C 1.63 -5.78 1.38
C 0.73 -6.52 0.37
C 0.10 -5.31 -0.36
O -0.02 -4.34 0.67
C 1.21 -4.77 -1.30
C 0.69 -3.87 -2.43
O 1.31 -3.93 -3.49
O -0.34 -3.17 -2.15
H 3.08 -4.46 -0.25
H 1.54 -3.63 1.85
H 2.72 -6.02 1.25
H 1.35 -6.06 2.41
H 1.27 -7.22 -0.25
H -0.05 -7.00 0.96
H -0.85 -5.49 -0.87
H 1.80 -5.56 -1.72
C 1.44 -1.72 6.08
C 0.45 -0.59 5.88
C -0.79 -0.88 6.80
C 1.08 0.72 6.38
C 0.02 -0.56 4.44
C -0.72 -1.63 3.90
C -1.15 -1.56 2.60
N -1.01 -0.46 1.83
C -0.30 0.53 2.37
C 0.21 0.53 3.63
C -0.11 1.78 1.55
C -0.07 3.01 2.15
C 0.18 4.20 1.44
C 0.31 4.05 0.06
C 0.20 2.76 -0.49
N 0.03 1.65 0.22
C 0.28 5.57 2.11
C -1.07 5.91 2.75
C 0.61 6.67 1.10
C 1.35 5.54 3.20
H 1.75 -1.77 7.16
H 2.36 -1.56 5.51
H 1.06 -2.69 5.83
H -0.45 -0.91 7.87
H -1.13 -1.92 6.56
H -1.50 -0.08 6.69
H 1.23 0.69 7.47
H 0.39 1.55 6.21
H 2.04 0.95 5.93
H -0.96 -2.51 4.48
H -1.70 -2.35 2.11
H 0.72 1.41 3.98
H -0.26 3.07 3.21
H 0.50 4.86 -0.58
H 0.24 2.58 -1.58
H -1.89 5.75 2.01
H -1.09 6.95 3.05
H -1.34 5.29 3.62
H -0.15 6.89 0.33
H 1.55 6.47 0.57
H 0.75 7.58 1.73
H 1.11 4.77 3.96
H 1.37 6.50 3.73
H 2.33 5.33 2.80
C -2.13 -0.80 -4.86
Si -0.50 0.06 -5.27
C -1.14 1.59 -6.18
C 0.33 -1.00 -6.57
C 0.52 0.49 -3.81
Si 2.29 1.03 -3.90
C 3.00 1.40 -2.23
C 2.42 2.55 -5.02
C 3.38 -0.31 -4.57
H -2.62 -1.01 -5.82
H -2.85 -0.16 -4.33
H -2.01 -1.69 -4.30
H -1.63 1.20 -7.07
H -0.32 2.25 -6.45
H -1.85 2.11 -5.51
H -0.40 -1.42 -7.28
H 0.96 -1.80 -6.19
H 0.94 -0.36 -7.19
H -0.13 1.28 -3.41
H 2.67 2.36 -1.81
H 4.09 1.40 -2.22
H 2.70 0.63 -1.50
H 1.67 3.28 -4.75
H 2.11 2.22 -6.01
H 3.37 3.06 -5.08
H 3.57 -1.14 -3.89
H 4.39 0.03 -4.90
H 2.87 -0.71 -5.44
C -6.20 -0.80 0.23
C -4.81 -0.71 -0.37
C -4.11 -1.86 -0.69
C -2.83 -1.80 -1.24
N -2.22 -0.64 -1.46
C -2.88 0.48 -1.15
C -4.17 0.50 -0.63
H -6.53 -1.86 0.28
H -6.88 -0.16 -0.36
H -6.16 -0.43 1.29
H -4.50 -2.87 -0.57
H -2.30 -2.71 -1.50
H -2.38 1.42 -1.33
H -4.67 1.43 -0.46
```

Computed properties:
Net charge: -1
Spin multiplicity: 1
Strongest force on any atom, eV Å⁻¹: 2.13
HOMO-LUMO gap, eV: 7.38
Relative energy (zero: lowest compared OMol25 entry of this formula, charge and spin), kJ/mol: 0.0
HOMO level, eV: -5.39